No. 1
23
Properties=species:S:1:pos:R:3:lowdin_charge:R:1 method="wB97M-V/def2-TZVPD" fmax_ev_per_a=2.07 de_lowest_ev=1.7328 smiles=CCC[C@@H](CO)NC charge=0 e_tot_ha=-367.567617
C -0.1063 -1.3156 -2.6529 -0.11
H -2.4922 -0.2134 1.3234 0.12
H -0.7212 -1.7434 -0.6135 0.09
H 0.1907 -0.3847 -3.1470 0.07
C -0.0315 -1.0874 -1.1470 -0.25
H -0.9122 1.6747 0.7835 0.15
C -0.5285 0.6429 0.7089 -0.36
H -1.3769 0.5367 -1.3309 0.12
O -1.2332 -0.0828 2.9536 -0.08
H -1.1220 -1.5209 -2.9908 0.07
H 1.0150 -0.1750 1.8875 0.11
H 0.9259 -1.3504 -0.6956 0.11
H 1.9808 1.2987 -0.3153 0.07
H -1.0732 -1.3033 1.4356 0.11
H 0.2215 1.0589 -1.2530 0.10
C -1.4312 -0.2763 1.5343 -0.19
N 0.7689 0.6571 1.3873 -0.08
H 2.8062 0.8217 1.0814 0.08
H -0.8463 0.7727 3.0835 0.06
H 1.9853 2.3920 0.9971 0.08
C -0.4592 0.3556 -0.7605 -0.19
C 1.8795 1.3198 0.7844 -0.14
H 0.5600 -2.0775 -3.0541 0.07

---

No. 2
16
Properties=species:S:1:pos:R:3:lowdin_charge:R:1 method="wB97M-V/def2-TZVPD" fmax_ev_per_a=0.67 de_lowest_ev=2.0111 smiles="[H]/N=C/C=C=S.C#CB(O)O" charge=0 e_tot_ha=-822.390697
B -2.3064 -0.2610 -0.3304 -0.76
C 1.3629 0.4035 -0.4579 -0.18
H 0.4557 0.8855 -0.7936 0.10
C -1.3756 -1.4956 1.9272 0.11
S 1.4195 -2.4447 -0.2733 0.83
C -1.8120 -0.9324 0.9591 0.02
H -3.6775 0.9395 0.4469 0.10
O -1.7145 -0.6319 -1.4853 0.17
H 2.2602 2.3327 -0.3151 0.11
O -3.2730 0.6941 -0.3821 0.18
H 4.3007 1.5126 0.4400 0.04
H -2.0824 -0.2051 -2.2610 0.12
N 3.5848 0.8144 0.2593 0.08
C 1.3757 -0.9041 -0.3678 -0.67
C 2.4767 1.2693 -0.1466 -0.28
H -0.9947 -1.9768 2.7805 0.03

---

No. 3
25
Properties=species:S:1:pos:R:3:lowdin_charge:R:1 method="wB97M-V/def2-TZVPD" fmax_ev_per_a=4.06 de_lowest_ev=3.8934 smiles="C#C[Si](=C=C)c1ccccc1.C=C" charge=0 e_tot_ha=-753.721375
C -1.6390 0.1583 -0.3363 -0.35
C -3.6379 0.0956 1.0043 -0.08
H -4.0918 0.3271 1.9376 0.09
H 3.5698 0.8920 3.6286 0.06
H -4.1301 -1.5643 -1.8280 0.10
H -5.2082 -1.0556 0.2180 0.10
C -2.3007 0.5212 0.8061 -0.10
H 1.4591 -0.4061 -3.4682 0.05
H 0.3215 0.7265 -4.5509 0.07
H -1.8889 1.1064 1.6733 0.12
C -3.5179 -1.0625 -1.1128 -0.06
C -4.2366 -0.6444 0.0184 -0.09
C 0.4507 2.2095 0.4166 -0.23
Si -0.0171 0.9293 -0.7646 0.72
H -1.6566 -0.7822 -2.1446 0.08
H 0.9319 4.1227 1.4756 0.02
C -2.2339 -0.6214 -1.2708 -0.13
H 3.9027 1.3311 1.8782 0.04
C 2.5902 -0.2723 2.2460 -0.12
C 0.2389 0.9448 -2.5494 -0.23
C 0.7795 3.1783 1.0665 0.07
H 2.1832 -0.5113 1.2016 0.05
H 2.4101 -1.0428 3.0850 0.08
C 3.4102 0.6753 2.5491 -0.12
C 0.8685 0.4864 -3.5976 -0.13

---

No. 4
28
Properties=species:S:1:pos:R:3:lowdin_charge:R:1 method="wB97M-V/def2-TZVPD" fmax_ev_per_a=4.43 de_lowest_ev=2.1307 charge=0 e_tot_ha=-1904.169199
O -0.5891 3.9030 2.4985 0.16
H -2.2523 -2.6201 1.0469 0.12
Cl 2.4778 -4.5246 1.2855 0.72
C -0.1586 -2.9836 0.7661 0.01
C -2.7122 3.8558 1.3199 -0.23
Ir 0.1397 1.2250 -1.9972 1.36
O 0.3604 2.4455 0.0288 0.02
C 0.9189 -1.3675 -0.6548 -0.15
C -1.2184 3.6019 1.5155 -0.26
O -3.4204 4.4495 2.0836 0.18
C 2.3071 -3.0987 0.3414 -0.62
O -1.6906 2.2340 -1.7663 -0.14
O -4.2696 3.0246 -0.3500 0.15
C 2.0672 -0.7915 -1.3100 -0.45
C -0.7669 2.9203 0.2819 -0.30
H -0.1235 -3.8601 1.3933 0.10
C -1.8738 2.7607 -0.6304 -0.29
C 3.3053 -1.3840 -1.0134 -0.63
C 1.0253 -2.5211 0.1602 -0.16
C -3.1267 3.1995 0.0018 -0.27
O 1.9439 0.2112 -2.0957 -0.26
C 3.4224 -2.5118 -0.2134 -0.16
H 4.3947 -2.9378 -0.0253 0.10
C -1.3339 -2.2984 0.5812 -0.02
N -0.2511 -0.7186 -0.8223 0.03
H -2.2373 -0.5721 -0.3577 0.13
C -1.3356 -1.1512 -0.2190 -0.08
I 4.9971 -0.4901 -1.8494 0.95